[1]
{
  "formula": "C44H46BrN2O6STa",
  "method": "ωB97M-V/def2-TZVPD",
  "species": ["Ta", "C", "C", "N", "C", "C", "S", "C", "C", "N", "H", "H", "H", "H", "H", "H", "H", "H", "H", "H", "H", "H", "H", "H", "C", "C", "C", "O", "C", "C", "O", "C", "O", "C", "C", "C", "C", "C", "C", "C", "C", "C", "C", "C", "C", "C", "O", "C", "C", "C", "C", "C", "C", "C", "C", "C", "C", "C", "C", "H", "H", "H", "H", "H", "H", "H", "H", "H", "H", "H", "H", "H", "H", "H", "H", "H", "H", "H", "H", "H", "H", "H", "H", "H", "H", "H", "H", "Br", "C", "C", "C", "C", "C", "C", "C", "O", "O", "H", "H", "H", "H"],
  "coordinates": [[-1.155, 0.372, 0.448], [-0.913, 2.138, 3.203], [-1.315, 0.770, 3.610], [-1.999, -0.094, 2.507], [-3.477, -0.176, 2.670], [-4.132, 1.141, 2.368], [-3.485, 1.893, 0.790], [-2.924, 3.662, 1.289], [-1.427, 3.634, 1.206], [-0.829, 2.331, 1.719], [0.011, 2.453, 3.703], [-1.675, 2.853, 3.582], [-1.976, 0.809, 4.528], [-0.458, 0.190, 3.942], [-1.593, -1.030, 2.651], [-3.696, -0.485, 3.700], [-3.755, -0.971, 1.984], [-4.027, 1.843, 3.201], [-5.253, 0.965, 2.229], [-3.274, 3.872, 2.306], [-3.422, 4.348, 0.599], [-1.018, 4.519, 1.721], [-1.068, 3.777, 0.160], [0.167, 2.516, 1.532], [5.465, -0.466, -1.401], [4.452, 0.583, -0.924], [5.175, 1.925, -0.748], [3.861, 0.128, 0.287], [2.462, 0.179, 0.200], [2.152, 0.136, -1.397], [3.316, 0.837, -1.826], [0.805, 0.804, -1.909], [0.032, 1.225, -0.770], [1.128, 1.983, -2.869], [0.854, 3.275, -2.571], [1.227, 4.278, -3.475], [1.618, 3.940, -4.766], [1.769, 2.570, -5.118], [1.733, 1.662, -4.112], [-0.005, -0.159, -2.773], [-0.829, 0.296, -3.834], [-1.805, -0.515, -4.408], [-1.911, -1.847, -4.079], [-0.955, -2.382, -3.252], [-0.020, -1.564, -2.617], [1.762, -0.768, 1.158], [0.291, -0.551, 1.191], [2.157, -0.498, 2.606], [1.631, -1.399, 3.546], [2.068, -1.302, 4.863], [2.924, -0.317, 5.256], [3.277, 0.709, 4.379], [2.876, 0.640, 3.030], [1.996, -2.243, 0.903], [3.260, -2.779, 1.109], [3.467, -4.105, 0.816], [2.427, -4.935, 0.433], [1.159, -4.391, 0.301], [0.961, -3.005, 0.414], [6.177, -0.639, -0.599], [6.001, -0.217, -2.299], [4.889, -1.349, -1.627], [5.765, 1.912, 0.182], [4.454, 2.761, -0.687], [5.825, 2.121, -1.556], [2.147, 1.240, 0.532], [2.167, -0.910, -1.792], [0.444, 3.537, -1.571], [1.197, 5.329, -3.142], [1.815, 4.689, -5.575], [1.880, 2.338, -6.209], [1.962, 0.599, -4.261], [-0.779, 1.318, -4.237], [-2.546, 0.026, -4.990], [-2.812, -2.384, -4.366], [-0.975, -3.440, -2.957], [0.657, -2.120, -1.994], [0.871, -2.139, 3.271], [1.637, -1.963, 5.620], [3.306, -0.320, 6.302], [3.769, 1.623, 4.745], [3.253, 1.344, 2.289], [4.093, -2.171, 1.534], [4.412, -4.540, 0.992], [2.564, -6.005, 0.214], [0.288, -4.996, 0.118], [0.007, -2.500, 0.193], [-4.785, 0.435, -2.788], [-5.126, -1.032, -1.664], [-6.466, -1.383, -1.610], [-6.846, -2.553, -0.967], [-5.920, -3.298, -0.196], [-4.656, -2.772, -0.016], [-4.143, -1.677, -0.786], [-2.811, -1.192, -0.504], [-2.359, -0.134, -1.158], [-2.110, -1.640, 0.461], [-7.288, -0.747, -1.984], [-7.838, -2.932, -1.185], [-6.201, -4.257, 0.287], [-4.007, -3.237, 0.689]],
  "atomic_forces_ev_per_a": [[1.59, 0.41, -0.54], [-1.09, 2.01, 0.03], [-1.06, -2.21, 0.88], [0.96, 1.17, 1.95], [0.95, -0.43, -0.02], [-1.65, 0.20, -0.40], [-0.63, 0.77, 0.56], [-0.62, -1.72, 0.10], [0.85, 0.37, -0.76], [1.41, 0.71, -0.41], [-0.02, -0.27, -0.32], [0.38, -0.30, -0.35], [0.49, -0.01, -1.11], [0.24, -0.03, -0.24], [-0.38, 0.37, -0.12], [-0.16, 0.01, -0.24], [-0.52, 0.04, 0.07], [0.13, 0.04, -0.30], [1.52, 0.36, 0.12], [-0.11, -0.24, -0.26], [0.30, -0.14, 0.05], [0.02, -0.52, 0.26], [-0.35, -0.50, 0.60], [-0.15, -0.47, -0.04], [-1.32, -0.02, 0.23], [0.23, 1.06, -1.01], [-1.33, 0.13, 1.49], [-0.58, -0.69, 0.16], [-1.33, 2.49, -1.43], [0.98, -0.60, 1.45], [0.36, -0.52, 0.20], [1.52, 0.27, -1.57], [-1.28, -0.19, 0.61], [0.88, -0.91, 0.40], [0.05, 0.96, 1.06], [0.01, 0.84, -0.35], [-0.11, 0.06, -0.65], [0.23, 1.65, -1.08], [-0.99, -1.68, 0.84], [-0.69, -1.38, -1.15], [-0.09, 0.47, 0.47], [0.20, 1.01, 0.30], [-0.98, 0.09, 0.03], [0.18, -0.53, 0.78], [-0.18, 0.32, 0.11], [0.10, -0.56, 1.16], [0.22, 0.75, -0.88], [-0.44, 0.57, 0.32], [0.38, 0.50, 0.35], [-1.43, -1.05, -0.13], [1.13, 1.24, 1.19], [-0.39, 0.53, -0.36], [0.30, -1.19, 0.28], [0.09, 1.02, -0.87], [0.74, 0.55, 0.50], [-0.26, -0.29, 0.19], [-0.79, -0.40, -0.30], [-0.33, 0.68, -0.36], [-0.31, -0.65, 0.28], [-0.02, -0.16, 0.08], [0.10, 0.55, -0.30], [0.06, -0.70, 0.13], [-0.15, -0.11, -0.34], [0.23, -0.42, 0.04], [0.70, 0.11, -0.98], [0.16, -1.20, -0.54], [0.16, 0.70, 0.53], [0.29, -0.12, -0.85], [-0.16, -0.61, -0.42], [-0.30, -0.56, 1.11], [0.43, -0.08, 1.35], [-0.06, 0.51, -0.29], [-0.05, -0.41, 0.70], [0.15, -0.51, -0.35], [0.43, -0.25, -0.26], [0.06, 0.43, -0.37], [0.28, 0.27, 0.45], [0.59, 0.08, -0.06], [0.36, -0.02, -0.29], [-0.42, 0.20, -0.92], [0.10, -0.72, -0.21], [-0.13, -0.04, 0.37], [-0.88, -0.50, -0.49], [1.04, -0.30, 0.01], [0.10, 0.61, 0.37], [-0.01, -0.35, -0.36], [0.55, -0.89, 0.28], [0.20, 0.09, 0.04], [0.97, 0.22, 1.22], [-0.47, -0.16, 0.43], [0.81, -0.96, 0.03], [-0.73, 0.20, -0.20], [0.36, 0.53, -0.92], [-2.58, -0.38, -0.51], [-1.16, 0.48, -1.64], [0.30, -1.23, 1.88], [0.28, 1.31, -0.55], [0.94, -0.40, -0.42], [-0.09, 0.07, 0.51], [0.15, 0.93, -0.33], [0.55, -0.36, 0.30]],
  "lowdin_charge": [1.911, -0.158, -0.123, -0.180, -0.238, -0.363, 0.941, -0.307, -0.241, -0.169, 0.145, 0.127, 0.154, 0.104, 0.126, 0.145, 0.100, 0.089, 0.125, 0.090, 0.099, 0.147, 0.121, 0.123, 0.033, -0.500, 0.025, -0.018, -0.169, -0.091, -0.024, -0.294, -0.265, -0.187, -0.046, -0.072, -0.063, -0.058, -0.052, -0.156, -0.014, -0.096, -0.084, -0.068, -0.037, -0.296, -0.288, -0.161, -0.039, -0.079, -0.083, -0.050, -0.008, -0.186, -0.007, -0.056, -0.058, -0.053, -0.045, 0.102, 0.091, 0.084, 0.104, 0.098, 0.075, 0.164, 0.155, 0.102, 0.114, 0.125, 0.134, 0.141, 0.132, 0.101, 0.119, 0.123, 0.087, 0.132, 0.120, 0.130, 0.118, 0.111, 0.149, 0.103, 0.124, 0.104, 0.088, 0.895, -0.555, -0.135, -0.022, -0.034, -0.014, -0.125, -0.552, -0.222, -0.079, 0.124, 0.124, 0.133, 0.113],
  "e_above_lowest_ev": 0.000,
  "charge": 2,
  "e_lumo_ev": -6.404,
  "spin_multiplicity": 1,
  "homo_lumo_gap_ev": 6.532
}


[2]
{
  "formula": "C44H46BrN7O4Y",
  "method": "ωB97M-V/def2-TZVPD",
  "species": ["Y", "C", "C", "C", "C", "C", "C", "C", "C", "C", "C", "H", "H", "H", "H", "H", "H", "H", "H", "H", "H", "H", "H", "H", "H", "H", "C", "O", "C", "N", "C", "C", "C", "C", "C", "C", "C", "C", "C", "C", "C", "C", "N", "C", "N", "C", "C", "O", "C", "C", "C", "C", "C", "C", "H", "H", "H", "H", "H", "H", "H", "H", "H", "H", "H", "H", "H", "H", "H", "H", "H", "H", "H", "Br", "C", "C", "N", "C", "C", "C", "C", "O", "O", "H", "H", "H", "N", "H", "H", "H", "N", "C", "C", "C", "N", "C", "C", "H", "H", "H", "H", "H", "H"],
  "coordinates": [[-0.468, 0.045, 0.351], [-2.091, -2.218, -0.788], [-1.157, -3.205, -1.003], [-0.619, -3.604, 0.266], [-1.183, -2.813, 1.246], [-2.083, -1.869, 0.613], [-3.364, -1.461, 1.326], [-1.098, -3.000, 2.735], [0.370, -4.719, 0.419], [-0.752, -3.809, -2.313], [-3.098, -1.719, -1.776], [-4.047, -2.310, 1.453], [-3.922, -0.700, 0.772], [-3.185, -1.063, 2.330], [-0.225, -3.588, 3.033], [-1.974, -3.528, 3.124], [-1.046, -2.050, 3.278], [-0.033, -5.654, 0.022], [0.632, -4.900, 1.463], [1.298, -4.525, -0.127], [-0.910, -4.891, -2.328], [0.310, -3.647, -2.524], [-1.318, -3.387, -3.144], [-3.943, -2.411, -1.847], [-2.682, -1.603, -2.776], [-3.507, -0.758, -1.474], [1.747, 0.224, 5.094], [0.365, 0.668, 5.105], [-0.040, 0.601, 3.834], [0.724, 0.106, 2.947], [1.934, -0.357, 3.679], [3.264, 0.028, 3.085], [4.412, -0.493, 3.683], [5.668, -0.151, 3.214], [5.795, 0.713, 2.131], [4.659, 1.225, 1.528], [3.398, 0.886, 2.008], [-1.403, 1.139, 3.599], [-2.208, 1.510, 4.666], [-3.459, 2.038, 4.395], [-3.840, 2.206, 3.075], [-2.962, 1.803, 2.082], [-1.771, 1.256, 2.326], [-3.284, 1.989, 0.649], [-2.489, 1.679, -0.290], [-3.191, 1.972, -1.560], [-4.514, 2.620, -1.090], [-4.475, 2.508, 0.367], [-2.421, 2.825, -2.538], [-1.296, 3.552, -2.185], [-0.610, 4.300, -3.135], [-1.055, 4.330, -4.447], [-2.193, 3.618, -4.805], [-2.870, 2.869, -3.856], [1.870, -0.503, 5.891], [2.380, 1.091, 5.277], [1.880, -1.448, 3.720], [4.322, -1.184, 4.515], [6.550, -0.558, 3.691], [6.776, 0.979, 1.761], [4.748, 1.882, 0.672], [2.515, 1.255, 1.507], [-1.849, 1.381, 5.676], [-4.121, 2.325, 5.200], [-4.791, 2.637, 2.800], [-3.379, 1.016, -2.044], [-5.406, 2.102, -1.433], [-4.576, 3.678, -1.337], [-0.935, 3.516, -1.169], [0.277, 4.850, -2.849], [-0.516, 4.902, -5.191], [-2.542, 3.629, -5.829], [-3.732, 2.283, -4.155], [2.638, 2.293, -6.813], [1.209, 1.505, -5.870], [0.090, 1.058, -6.560], [-0.958, 0.506, -5.953], [-0.910, 0.382, -4.629], [0.169, 0.801, -3.863], [1.258, 1.379, -4.499], [0.163, 0.678, -2.380], [1.093, 1.165, -1.703], [-0.810, 0.073, -1.821], [0.042, 1.152, -7.638], [-1.766, -0.072, -4.145], [2.104, 1.730, -3.924], [0.478, 2.470, 0.736], [1.048, 2.601, -0.098], [1.049, 2.679, 1.550], [-0.263, 3.162, 0.714], [5.355, -3.275, 0.412], [4.172, -2.619, 0.362], [3.157, -2.860, 1.297], [1.970, -2.182, 1.193], [1.696, -1.259, 0.256], [2.679, -1.037, -0.640], [3.893, -1.678, -0.635], [5.546, -3.948, 1.131], [6.078, -3.086, -0.258], [3.289, -3.591, 2.084], [1.176, -2.393, 1.892], [2.473, -0.293, -1.393], [4.622, -1.445, -1.399]],
  "atomic_forces_ev_per_a": [[0.54, -0.27, 0.10], [-0.22, 0.21, 0.14], [0.24, -0.13, 0.07], [0.14, 0.06, -0.22], [-0.05, 0.26, 0.34], [-0.72, -0.06, 0.39], [-0.02, 0.02, 0.01], [0.03, 0.01, 0.03], [0.01, -0.02, 0.00], [0.01, 0.02, -0.01], [-0.02, -0.05, -0.06], [0.02, -0.02, -0.04], [0.00, 0.00, 0.01], [0.02, -0.03, -0.01], [-0.01, -0.02, -0.01], [0.00, -0.01, -0.02], [0.00, 0.00, -0.03], [-0.03, 0.01, 0.01], [0.00, 0.01, 0.00], [-0.02, 0.01, -0.02], [-0.02, 0.00, 0.02], [0.00, 0.01, 0.01], [0.00, 0.01, 0.01], [0.01, -0.02, 0.00], [0.02, -0.01, 0.00], [-0.03, 0.01, 0.05], [-0.10, 0.01, 0.02], [0.17, -0.12, -0.05], [-0.38, 0.12, 0.07], [0.07, 0.11, -0.05], [-0.07, -0.04, -0.06], [0.04, -0.03, 0.02], [0.02, 0.00, -0.01], [-0.01, 0.03, -0.03], [0.00, -0.01, 0.02], [-0.02, -0.03, 0.02], [-0.01, -0.01, -0.06], [0.23, -0.11, 0.04], [-0.03, 0.02, 0.00], [0.02, -0.01, 0.00], [-0.03, 0.01, 0.00], [-0.01, 0.05, -0.22], [-0.06, -0.16, -0.10], [-0.13, -0.02, 0.34], [0.24, -0.08, -0.06], [0.06, 0.00, 0.09], [-0.01, 0.04, 0.13], [0.06, -0.04, -0.21], [-0.02, -0.06, -0.04], [-0.01, 0.06, -0.02], [-0.03, -0.05, 0.02], [-0.02, 0.01, -0.03], [0.03, 0.02, 0.01], [0.06, -0.02, -0.01], [0.02, 0.00, 0.01], [0.00, 0.02, -0.01], [-0.01, 0.00, 0.01], [-0.01, 0.02, 0.01], [0.01, 0.00, -0.01], [0.00, 0.00, 0.00], [0.00, 0.01, 0.00], [0.03, -0.01, 0.02], [-0.01, 0.01, 0.01], [0.00, 0.01, 0.00], [-0.01, -0.01, 0.02], [-0.02, 0.00, -0.04], [0.00, 0.00, -0.01], [0.00, 0.00, 0.00], [-0.01, 0.03, 0.04], [0.00, 0.00, 0.00], [0.00, 0.00, 0.00], [0.00, 0.00, 0.00], [-0.01, 0.01, 0.02], [0.04, 0.02, -0.03], [-0.03, -0.01, -0.01], [-0.10, -0.05, 0.03], [0.10, 0.02, 0.03], [0.01, -0.06, -0.09], [0.04, 0.04, 0.04], [0.00, 0.07, -0.01], [-0.10, 0.04, 0.10], [-0.04, 0.11, 0.15], [0.07, 0.11, -0.82], [-0.02, 0.00, -0.01], [-0.01, 0.00, 0.00], [0.00, -0.01, 0.01], [-0.05, -0.09, 0.08], [-0.02, -0.02, -0.01], [-0.03, -0.01, -0.01], [0.00, -0.02, 0.02], [-0.02, 0.04, 0.04], [0.11, -0.08, 0.00], [-0.02, 0.00, 0.01], [-0.01, 0.04, -0.03], [0.17, 0.10, -0.10], [-0.02, -0.07, 0.03], [-0.04, 0.03, -0.01], [-0.01, 0.00, 0.00], [-0.01, 0.00, -0.01], [0.01, 0.00, 0.00], [0.00, 0.01, -0.01], [0.01, 0.02, -0.02], [0.00, 0.00, 0.00]],
  "lowdin_charge": [1.659, -0.287, -0.218, -0.232, -0.298, -0.397, -0.063, -0.052, -0.039, -0.028, -0.039, 0.093, 0.060, 0.058, 0.066, 0.088, 0.056, 0.086, 0.068, 0.074, 0.081, 0.078, 0.069, 0.097, 0.060, 0.042, -0.038, 0.030, -0.331, 0.142, -0.236, -0.204, -0.039, -0.068, -0.076, -0.065, -0.043, -0.167, 0.043, 0.006, 0.045, -0.177, 0.114, -0.336, 0.125, -0.224, -0.016, 0.040, -0.194, -0.038, -0.061, -0.072, -0.066, -0.037, 0.137, 0.139, 0.140, 0.123, 0.108, 0.107, 0.111, 0.070, 0.130, 0.126, 0.132, 0.119, 0.136, 0.137, 0.079, 0.111, 0.111, 0.113, 0.128, 0.763, -0.673, -0.174, 0.096, -0.079, -0.108, -0.047, -0.582, -0.071, -0.151, 0.107, 0.110, 0.119, 0.021, 0.034, 0.040, 0.033, 0.151, -0.305, -0.009, -0.186, 0.000, -0.116, 0.003, 0.108, 0.108, 0.126, 0.074, 0.091, 0.119],
  "e_above_lowest_ev": 0.279,
  "charge": 1,
  "e_lumo_ev": -3.236,
  "spin_multiplicity": 1,
  "homo_lumo_gap_ev": 5.643
}


Question: charge of number 1 (C44H46BrN2O6STa)?
Answer: +2


Question: charge of number 2 (C44H46BrN7O4Y)?
Answer: +1


Question: Number 1 is which compound?
Answer: C44H46BrN2O6STa


Question: The lowest charge belongs to which entry?
Answer: C44H46BrN7O4Y